Density functional theory data (ωB97M-V with the def2-TZVPD basis set) for 10 unconnected molecules or ions with the total composition H20O10 at a distorted geometry.

The geometry in ORCA input format:
```
! wB97M-V def2-TZVPD RIJCOSX def2/J DEFGRID3
* xyz 0 1
O -0.05672 -0.63275 0.73603
O 2.78227 -0.88140 1.36882
O -1.62138 -1.44505 -3.17658
O -0.43054 0.60498 -1.60331
O -2.57628 -1.68675 2.83034
O 1.19869 2.47755 2.44693
O 0.68797 -2.43172 -1.13082
O -1.37351 3.09598 -0.29273
O 2.01144 -0.23019 -2.34692
O -1.56038 0.83655 2.52821
H 2.92080 -1.49359 2.09180
H 1.96917 2.41272 1.84239
H 0.47832 0.39261 -1.98158
H -2.22896 1.44182 2.23289
H -0.80509 1.36206 -2.08572
H -1.41394 -1.13399 -4.04941
H 2.23063 -1.14434 -2.10445
H 0.25952 -1.83904 -0.43588
H 3.19719 -1.35240 0.63604
H 0.54374 1.91430 2.01239
H 0.26419 -3.25760 -0.95073
H -1.17560 -0.76866 -2.62112
H -1.29179 0.37547 1.67021
H -3.29092 -1.07113 3.03281
H -1.34868 4.00750 -0.61106
H 2.22419 -0.23827 -3.28814
H 0.80134 -0.77208 1.13514
H 0.05220 -0.19431 -0.12134
H -0.50975 2.69125 -0.41292
H -1.93813 -1.03953 2.64871
*
```

Calculated values
- HOMO level (eV) = -10.526
- SMILES = O.O.O.O.O.O.O.O.O.O
- HOMO-LUMO gap (eV) = 10.38